Entry 1:
ORCA calculation (ωB97M-V with the def2-TZVPD basis set) on a structure of composition C20H43N2P3PtSe.

XYZ file:
```
70
Properties=species:S:1:pos:R:3:lowdin_spin:R:1
Pt 0.139 -0.617 0.026 0.50
P -0.410 -2.902 -0.515 0.03
P 1.413 -0.145 -1.929 0.04
P -1.158 -0.391 2.002 0.03
H -1.152 8.855 -1.415 0.02
C -1.231 8.967 -0.324 0.47
C -0.171 9.365 0.415 0.46
H 0.800 9.588 -0.051 0.02
C -1.871 -3.020 -1.573 0.01
C 0.856 -3.794 -1.498 0.00
C -0.836 -3.989 0.896 0.00
C 1.856 1.613 -2.117 0.00
C 2.982 -1.001 -2.298 0.01
C 0.425 -0.479 -3.449 0.02
C -1.241 1.313 2.642 0.00
C -0.797 -1.393 3.481 0.01
C -2.931 -0.789 1.696 0.02
H -2.209 8.776 0.142 0.02
H -0.252 9.497 1.505 0.02
H -2.020 -4.071 -1.838 0.00
H -1.721 -2.421 -2.472 0.00
H -2.735 -2.649 -1.018 0.00
H 0.553 -4.852 -1.580 0.00
H 1.843 -3.733 -1.025 0.00
H 0.894 -3.355 -2.507 0.00
H -1.088 -4.990 0.509 0.00
H -1.717 -3.571 1.408 0.00
H -0.003 -4.076 1.610 0.00
H 2.599 1.732 -2.918 0.00
H 2.289 1.965 -1.174 0.00
H 0.973 2.219 -2.347 0.00
H 3.098 -1.113 -3.387 0.00
H 3.017 -1.987 -1.827 0.00
H 3.815 -0.398 -1.918 0.00
H 1.070 -0.309 -4.324 0.00
H -0.438 0.203 -3.489 0.02
H 0.062 -1.515 -3.468 0.00
H -1.776 1.328 3.602 0.00
H -1.747 1.976 1.931 0.00
H -0.219 1.677 2.795 0.00
H -1.586 -1.239 4.231 0.00
H 0.165 -1.082 3.903 0.00
H -0.746 -2.459 3.234 0.00
H -3.449 -0.854 2.665 0.00
H -3.039 -1.746 1.168 0.00
H -3.387 0.003 1.084 0.01
C -1.765 2.427 -0.906 0.09
C -0.700 3.201 -0.411 0.06
C -0.804 4.598 -0.361 0.00
C -1.985 5.237 -0.761 0.09
C -3.059 4.467 -1.230 -0.01
C -2.950 3.087 -1.309 0.08
Se -1.795 0.532 -1.157 0.87
H 0.923 0.664 0.633 0.05
H 0.209 2.693 -0.078 0.00
H 0.037 5.199 -0.009 0.00
H -2.069 6.322 -0.709 0.01
H -3.989 4.948 -1.543 0.00
H -3.779 2.490 -1.688 0.01
C 2.780 -4.776 3.019 0.05
N 2.815 -4.288 1.632 0.43
C 3.460 -5.143 0.607 0.05
C 2.415 -3.062 1.381 0.03
N 2.137 -1.909 1.266 0.41
H 3.365 -5.694 3.077 0.00
H 1.731 -4.994 3.287 0.03
H 3.220 -4.017 3.682 0.02
H 2.698 -5.575 -0.066 0.03
H 4.221 -4.580 0.040 0.02
H 3.962 -5.966 1.118 0.00
```

The total charge is +4. The relative energy (zero: lowest compared OMol25 entry of this formula, charge and spin) comes out at 0.000 eV. The value obtained for the HOMO-LUMO gap (alpha / beta) is 7.55 / 4.30 eV. The spin multiplicity is 5. Its expectation value of S² is 6.048. The calculation puts the HOMO energy (alpha / beta) at -18.17 / -19.29 eV. The lowest unoccupied orbital energy (alpha / beta) is -10.623 / -14.990 eV.

***

Entry 2:
ORCA calculation (ωB97M-V with the def2-TZVPD basis set) on a structure of composition C20H43N2P3SeV.

XYZ file:
```
70
Properties=species:S:1:pos:R:3:lowdin_spin:R:1
V 0.460 0.507 -0.112 0.00
P 1.917 2.227 -0.505 0.00
P -1.630 1.435 -0.408 0.00
P 0.455 -0.238 -2.305 0.00
H 0.190 -1.941 1.333 0.00
C 0.572 -1.619 0.362 0.00
C 1.909 -1.046 0.299 0.00
H 2.478 -0.943 1.219 0.00
C 2.725 3.152 0.886 0.00
C 1.490 3.712 -1.538 0.00
C 3.480 1.716 -1.364 0.00
C -3.144 0.362 -0.243 0.00
C -2.203 2.840 0.668 0.00
C -2.098 2.258 -2.010 0.00
C 1.735 -1.472 -2.821 0.00
C 0.630 0.902 -3.755 0.00
C -1.036 -1.192 -2.845 0.00
H 0.269 -2.324 -0.415 0.00
H 2.559 -1.324 -0.526 0.00
H 3.141 2.441 1.606 0.00
H 1.988 3.775 1.397 0.00
H 3.532 3.795 0.513 0.00
H 0.682 4.262 -1.046 0.00
H 1.132 3.392 -2.520 0.00
H 2.348 4.382 -1.672 0.00
H 3.969 0.948 -0.758 0.00
H 4.165 2.560 -1.509 0.00
H 3.250 1.276 -2.338 0.00
H -4.071 0.927 -0.404 0.00
H -3.163 -0.087 0.752 0.00
H -3.088 -0.453 -0.969 0.00
H -3.202 3.177 0.368 0.00
H -1.501 3.674 0.570 0.00
H -2.239 2.544 1.718 0.00
H -3.108 2.678 -1.947 0.00
H -2.072 1.548 -2.839 0.00
H -1.390 3.064 -2.224 0.00
H 1.562 -1.762 -3.863 0.00
H 1.681 -2.363 -2.190 0.00
H 2.735 -1.041 -2.729 0.00
H 0.499 0.352 -4.694 0.00
H 1.628 1.349 -3.748 0.00
H -0.104 1.706 -3.708 0.00
H -0.891 -1.625 -3.842 0.00
H -1.916 -0.547 -2.867 0.00
H -1.217 -1.992 -2.123 0.00
C -3.015 -4.986 0.765 0.17
C -1.651 -4.962 1.071 0.07
C -0.982 -6.154 1.347 0.04
C -1.662 -7.372 1.321 0.20
C -3.023 -7.391 1.015 0.01
C -3.702 -6.205 0.738 0.09
Se -4.009 -3.389 0.373 0.39
H -2.856 -2.488 0.540 0.02
H -1.110 -4.021 1.095 0.00
H 0.078 -6.125 1.584 0.00
H -1.136 -8.297 1.537 0.01
H -3.564 -8.332 0.992 0.00
H -4.762 -6.232 0.501 0.00
C 2.651 2.340 4.258 0.00
N 1.318 2.582 3.740 0.00
C 0.634 3.814 4.077 0.00
C 0.799 1.768 2.732 0.00
N 0.486 1.152 1.800 0.00
H 2.624 2.279 5.364 0.00
H 3.323 3.179 3.965 0.00
H 3.080 1.399 3.851 0.00
H 0.473 4.422 3.158 0.00
H -0.345 3.595 4.544 0.00
H 1.242 4.430 4.776 0.00
```

The total charge is +4. The value obtained for the HOMO-LUMO gap (alpha / beta) is 5.36 / 5.50 eV. The spin multiplicity is 2. Its expectation value of S² is 0.770. The calculation puts the HOMO energy (alpha / beta) at -19.76 / -19.90 eV. The lowest unoccupied orbital energy (alpha / beta) is -14.393 / -14.405 eV.

***

Entry 3:
ORCA calculation (ωB97M-V with the def2-TZVPD basis set) on a structure of composition C20H43OOsP3S.

XYZ file:
```
69
Properties=species:S:1:pos:R:3:lowdin_spin:R:1
Os -0.069 0.048 1.043 1.47
P -0.785 1.969 2.175 0.05
P -2.195 -0.596 0.298 0.09
P 2.125 0.905 0.652 0.10
H -0.048 -2.747 -8.462 0.01
C 0.979 -2.972 -8.149 0.46
C 1.316 -4.183 -7.679 0.46
H 0.576 -4.987 -7.586 0.01
C -1.223 3.426 1.136 0.00
C -2.342 1.823 3.129 0.02
C 0.406 2.739 3.337 0.02
C -2.348 -2.107 -0.747 0.02
C -3.405 -1.036 1.602 0.05
C -3.067 0.658 -0.729 0.00
C 3.272 0.041 -0.511 0.02
C 3.255 0.991 2.100 0.05
C 2.165 2.619 -0.022 0.00
H 1.726 -2.182 -8.285 0.01
H 2.353 -4.428 -7.417 0.01
H -1.519 4.269 1.780 0.00
H -2.067 3.172 0.483 0.00
H -0.371 3.737 0.521 0.00
H -2.446 2.659 3.833 0.00
H -2.370 0.888 3.694 0.00
H -3.186 1.849 2.428 0.00
H -0.098 3.490 3.960 0.00
H 1.222 3.216 2.784 0.00
H 0.849 1.999 4.009 0.00
H -3.397 -2.431 -0.766 0.00
H -1.741 -2.917 -0.324 0.01
H -2.011 -1.917 -1.773 0.00
H -4.381 -0.588 1.375 0.01
H -3.061 -0.702 2.584 0.00
H -3.504 -2.128 1.624 0.00
H -3.901 0.182 -1.264 0.00
H -2.361 1.066 -1.463 0.00
H -3.455 1.473 -0.103 0.00
H 4.248 0.545 -0.509 0.00
H 2.882 0.041 -1.535 0.00
H 3.411 -1.000 -0.196 0.01
H 4.098 1.663 1.877 0.01
H 3.653 -0.012 2.302 0.00
H 2.731 1.362 2.986 0.00
H 3.170 2.845 -0.403 0.00
H 1.903 3.351 0.751 0.00
H 1.450 2.693 -0.851 0.00
C 0.521 -1.327 -2.270 0.08
C 0.422 -0.040 -2.834 0.07
C 0.228 0.110 -4.207 0.00
C 0.160 -1.006 -5.040 0.12
C 0.308 -2.291 -4.500 0.00
C 0.504 -2.455 -3.131 0.10
S 0.716 -1.640 -0.560 0.65
H -0.193 0.856 -0.322 -0.02
H 0.492 0.834 -2.187 0.00
H 0.138 1.116 -4.625 0.00
H 0.011 -0.889 -6.114 0.01
H 0.280 -3.165 -5.145 0.00
H 0.651 -3.438 -2.693 0.00
C -0.640 0.097 5.545 0.00
C 0.068 -0.640 4.441 0.01
C 1.425 -1.166 4.744 0.00
O -0.460 -0.788 3.302 0.07
H -0.066 -0.002 6.470 0.00
H -1.665 -0.270 5.705 0.00
H -0.681 1.175 5.305 0.00
H 1.574 -2.158 4.307 0.00
H 2.175 -0.503 4.289 0.00
H 1.591 -1.194 5.829 0.00
```

The total charge is +4. The relative energy (zero: lowest compared OMol25 entry of this formula, charge and spin) comes out at 0.000 eV. The value obtained for the HOMO-LUMO gap (alpha / beta) is 8.88 / 5.13 eV. The spin multiplicity is 5. Its expectation value of S² is 6.035. The calculation puts the HOMO energy (alpha / beta) at -20.04 / -20.65 eV. The lowest unoccupied orbital energy (alpha / beta) is -11.159 / -15.526 eV.

***

Entry 4:
ORCA calculation (ωB97M-V with the def2-TZVPD basis set) on a cluster of 2 separate species, C20H44BBrN2O3PS2 in total.

XYZ file:
```
74
Properties=species:S:1:pos:R:3:mulliken_charge:R:1
C -3.406 -5.019 1.382 -0.84
C -4.259 -4.598 0.190 -0.71
N -3.753 -3.578 -0.747 0.29
C -2.452 -3.888 -1.364 -0.35
C -2.590 -4.113 -2.864 -1.50
C -3.867 -2.249 -0.337 0.02
S -4.358 -1.107 -1.374 -0.19
S -3.443 -1.750 1.342 -0.15
C -2.182 -0.503 0.948 -0.33
C -1.363 -0.119 2.169 -0.82
C -0.439 -1.146 2.829 -0.94
P 0.743 -2.001 1.717 0.63
O -0.370 -3.263 1.391 -0.42
Br 2.427 -0.295 2.271 -0.42
C 0.984 -1.556 -0.051 0.13
C 2.426 -1.674 -0.574 -1.27
B 1.902 -3.370 2.512 0.65
C 2.132 -4.688 1.698 -0.98
O 2.423 -3.145 3.735 -0.52
H -3.800 -5.967 1.747 0.44
H -3.448 -4.327 2.214 0.29
H -2.363 -5.190 1.133 0.16
H -5.241 -4.277 0.530 0.38
H -4.440 -5.484 -0.417 0.35
H -2.007 -4.779 -0.929 0.38
H -1.790 -3.029 -1.232 0.22
H -1.604 -4.289 -3.296 0.42
H -3.165 -5.018 -3.046 0.35
H -3.048 -3.261 -3.353 0.29
H -1.591 -0.822 0.093 0.13
H -2.722 0.385 0.625 0.71
H -2.087 0.169 2.934 0.53
H -0.800 0.786 1.945 -0.12
H 0.162 -0.586 3.537 0.63
H -0.994 -1.882 3.402 0.49
H -0.961 -3.109 0.650 -0.14
H 0.336 -2.143 -0.695 0.19
H 0.682 -0.513 -0.152 -0.06
H 2.932 -0.718 -0.610 0.17
H 2.381 -2.049 -1.596 0.48
H 3.035 -2.376 -0.014 0.24
H 3.141 -5.075 1.813 0.32
H 1.405 -5.426 2.040 0.36
H 1.917 -4.524 0.646 0.28
H 2.596 -3.985 4.178 0.32
C 2.596 5.494 0.451 -1.62
C 2.389 4.049 -0.034 1.39
C 3.093 3.806 -1.378 -1.13
C 2.414 4.479 -2.570 -0.46
C 0.941 4.083 -2.672 -1.24
C 0.135 4.356 -1.394 1.52
N 0.918 3.729 -0.248 0.60
O 0.671 2.601 -0.093 -0.11
C -0.076 5.870 -1.199 -1.68
C -1.255 3.737 -1.472 -1.84
C 2.967 3.152 1.048 -1.50
H 2.290 6.256 -0.260 0.32
H 2.066 5.669 1.386 0.41
H 3.656 5.649 0.633 0.44
H 3.141 2.728 -1.558 0.27
H 4.118 4.155 -1.270 0.46
H 2.519 5.564 -2.503 0.35
H 2.927 4.180 -3.484 0.41
H 0.453 4.626 -3.480 0.38
H 0.873 3.018 -2.916 0.39
H -0.370 6.107 -0.176 0.38
H -0.876 6.200 -1.855 0.49
H 0.792 6.468 -1.459 0.36
H -1.233 2.674 -1.703 0.39
H -1.807 4.232 -2.265 0.48
H -1.801 3.878 -0.538 0.47
H 2.416 3.252 1.983 0.52
H 3.998 3.439 1.236 0.42
H 2.966 2.100 0.768 0.05
```

The total charge is +1. The value obtained for the HOMO-LUMO gap is 4.18 eV. The calculation puts the HOMO energy at -10.23 eV. The lowest unoccupied orbital energy is -6.041 eV.

***

- What is the total charge in the second record?
  +4